(1)
Here is C11H14BF3N6O3PdS as an isolated structure at a distorted geometry from OMol25. Energies are from wB97M-V/def2-TZVPD.

Results
expectation value of S² = 6.05
HOMO-LUMO gap (spin up / spin down) = 8.73 / 3.99 eV
energy above the lowest of the compared OMol25 structures with the same formula, charge and spin = 0.00 kJ/mol
strongest force on any atom = 4.342 eV/Å
lowest unoccupied orbital energy (spin up / spin down) = -7.43 / -11.87 eV
M = 484.6 g mol⁻¹

ORCA input file:
```
! RIJCOSX wB97M-V def2-TZVPD def2/J DEFGRID3
* xyz 2 5
H 0.4638 -3.6196 0.7149
N 1.2666 -1.8000 0.0379
B 2.7217 0.1333 -0.8398
N 2.4835 -1.3567 -0.4395
C 3.3180 -2.4204 -0.4944
Pd -0.4721 -0.8551 -0.0847
H 4.3095 -2.3032 -0.8653
C 2.6174 -3.5427 -0.0102
H 2.9948 -4.5408 0.0860
C 1.3448 -3.1102 0.3085
H 3.8219 0.3243 -1.2587
C -3.5332 2.7258 2.1386
H -4.4962 2.2087 2.1467
H -2.9192 2.3200 1.3331
H -3.6641 3.8000 1.9755
N 2.4391 0.9878 0.4502
N 1.6037 0.5419 -1.8410
N 1.2278 0.8443 1.0277
N 0.2743 0.3164 -1.5463
C 3.1593 1.9186 1.1482
C 1.6683 1.1578 -3.0388
H 4.1788 2.1705 0.8492
H 2.6210 1.4053 -3.4781
C 2.3466 2.3733 2.1914
C 0.3682 1.3540 -3.5070
C 1.1330 1.6537 2.0721
C -0.4860 0.8153 -2.5405
H 2.5809 3.1243 2.9348
H 0.0542 1.8200 -4.4165
H 0.2398 1.7077 2.6767
H -1.5588 0.7619 -2.4813
H -3.0334 2.5455 3.0674
F -4.8466 -2.6896 1.2147
C -4.4073 -1.5632 0.6224
F -5.3217 -1.1290 -0.2717
F -4.2299 -0.6075 1.5719
S -2.7957 -1.8687 -0.2778
O -1.9039 -2.2625 0.8701
O -3.0292 -2.8748 -1.2814
O -2.5399 -0.4664 -0.7650
*
```

---

(2)
Here is C6H6N2O in the gas phase at a distorted geometry from OMol25. Energies are from wB97M-V/def2-TZVPD.

Results
HOMO-LUMO gap = 9.82 eV
energy above the lowest of the compared OMol25 structures with the same formula, charge and spin = 751.53 kJ/mol
strongest force on any atom = 10.599 eV/Å
lowest unoccupied orbital energy = 0.03 eV
structure (SMILES) = N#C[C@@]12CON=C[C@H]1C2
M = 122.1 g mol⁻¹

ORCA input file:
```
! RIJCOSX wB97M-V def2-TZVPD def2/J DEFGRID3
* xyz 0 1
C -0.6771 -1.2815 0.4947
C 0.4618 -0.5491 0.2890
C 1.1189 -0.3757 -1.1513
C -0.8102 1.1859 0.2262
C 0.5017 0.7950 0.8898
C 0.9232 -0.2740 1.6880
H 2.2221 -0.3554 -0.9777
H 0.7413 -1.3001 -1.5287
H -1.4288 1.8790 0.7776
H 1.2694 1.3774 0.5515
H 1.8666 -0.0018 1.9386
H 0.1041 -0.5884 2.4162
N -1.7938 -1.7582 0.6742
N -0.8307 1.1326 -1.0451
O 0.5609 0.7957 -1.9000
*
```

---

(3)
Here is a 3-piece molecular cluster, C23H49N6O7P2 overall at a distorted geometry from OMol25. Energies are from wB97M-V/def2-TZVPD.

Results
expectation value of S² = 2.01
HOMO-LUMO gap (spin up / spin down) = 7.41 / 8.06 eV
strongest force on any atom = 7.454 eV/Å
lowest unoccupied orbital energy (spin up / spin down) = -3.27 / -3.27 eV
M = 583.6 g mol⁻¹

ORCA input file:
```
! RIJCOSX wB97M-V def2-TZVPD def2/J DEFGRID3
* xyz 1 3
C -2.7041 -1.8730 -0.0660
C -1.9390 -2.8020 -1.1360
P -0.0686 -2.7143 -1.0691
C 0.5143 -3.9704 -2.3996
N 0.6193 -3.3259 0.4455
C 0.1121 -3.9990 1.5960
N -1.1598 -4.3784 1.7518
P -1.6390 -5.1573 3.2925
O -2.2868 -4.1142 4.1805
O -0.3936 -6.0101 4.0104
O -2.8084 -6.3183 2.8235
N 1.2626 -4.1161 2.4230
C 2.4548 -3.5954 1.8240
O 3.7344 -3.5563 2.3311
N 1.9518 -3.1007 0.5834
O 2.8124 -2.5114 -0.2795
H -1.9146 -1.4496 0.6356
H -3.4492 -2.4983 0.5251
H -3.2113 -1.0028 -0.5945
H -2.2788 -2.4473 -2.1694
H -2.3376 -3.8769 -1.0533
H -0.3939 -4.2671 -3.0177
H 1.1787 -3.3694 -3.1137
H 1.0686 -4.8450 -1.9458
H -1.9226 -4.2723 1.0789
H -0.3901 -6.9567 3.7585
H -2.7756 -6.4297 1.8460
H 3.6313 -3.5321 3.3162
H 3.2787 -3.2648 -0.7214
C -5.2943 1.8595 -5.3896
C -5.1215 1.2551 -3.9687
C -6.0892 1.9228 -2.9665
C -5.6622 3.3189 -2.5381
C -4.2353 3.2938 -2.0011
C -3.2373 2.6793 -3.0021
N -3.6925 1.3571 -3.5419
O -3.4938 0.4398 -2.5733
C -3.0083 3.6934 -4.1485
C -1.8470 2.5849 -2.3259
C -5.6028 -0.2089 -4.1474
H -5.2855 1.0836 -6.1603
H -6.2375 2.4029 -5.4836
H -4.5002 2.5369 -5.6899
H -6.1736 1.3018 -2.0663
H -7.0969 1.9689 -3.3903
H -5.7544 4.0172 -3.3753
H -6.3375 3.6841 -1.7589
H -3.9313 4.3136 -1.7449
H -4.2220 2.7287 -1.0615
H -2.4203 3.2488 -4.9560
H -2.4550 4.5668 -3.7931
H -3.9335 4.0911 -4.5655
H -1.8662 2.0019 -1.4030
H -1.4787 3.5770 -2.0563
H -1.1142 2.1349 -3.0030
H -4.9370 -0.7656 -4.8123
H -6.6030 -0.2289 -4.5872
H -5.6685 -0.7503 -3.1997
C 4.4107 -0.4802 2.1247
C 3.8265 0.9558 2.0271
C 4.6287 1.8071 1.0179
C 5.9753 2.2783 1.5468
C 5.7953 3.0089 2.8730
C 5.0419 2.1619 3.9172
N 3.7697 1.5753 3.3846
O 2.8589 2.5703 3.3351
C 5.9928 1.0497 4.4219
C 4.8008 3.0258 5.1797
C 2.4252 0.7249 1.4019
H 3.6208 -1.2328 2.1457
H 5.0592 -0.7104 1.2754
H 4.9822 -0.6738 3.0285
H 4.0451 2.6919 0.7368
H 4.7825 1.2464 0.0902
H 6.6584 1.4301 1.6551
H 6.4373 2.9526 0.8198
H 6.7782 3.2961 3.2597
H 5.2567 3.9458 2.6891
H 5.4612 0.3359 5.0574
H 6.8032 1.4709 5.0226
H 6.4869 0.5042 3.6171
H 4.2478 3.9414 4.9639
H 5.7490 3.3356 5.6245
H 4.2505 2.4614 5.9387
H 1.7766 0.1638 2.0815
H 2.5123 0.1500 0.4754
H 1.9198 1.6584 1.1426
*
```

---

(4)
Here is an isolated ion of composition C3H2NOS2 and charge -1 at a distorted geometry from OMol25. Energies are from wB97M-V/def2-TZVPD.

Results
expectation value of S² = 2.01
HOMO-LUMO gap (spin up / spin down) = 4.14 / 7.31 eV
energy above the lowest of the compared OMol25 structures with the same formula, charge and spin = 6.08 kJ/mol
strongest force on any atom = 4.074 eV/Å
lowest unoccupied orbital energy (spin up / spin down) = 3.74 / 3.56 eV
M = 132.2 g mol⁻¹

ORCA input file:
```
! RIJCOSX wB97M-V def2-TZVPD def2/J DEFGRID3
* xyz -1 3
C -0.0508 -0.5087 -0.8265
C 0.6467 -1.2497 0.3622
C -0.1139 1.2505 0.7395
N -0.5834 0.6989 -0.4086
O -0.3426 2.3824 1.1492
S 1.3185 -2.7022 0.1643
S 0.7609 -0.0380 1.5550
H -0.4698 -1.1834 -1.6702
H -1.1656 1.3501 -1.0650
*
```

---

(5)
Here is a 10-piece molecular cluster, C40H71N3O21 overall at a distorted geometry from OMol25. Energies are from wB97M-V/def2-TZVPD.

Results
HOMO-LUMO gap = 8.66 eV
energy above the lowest of the compared OMol25 structures with the same formula, charge and spin = 0.00 kJ/mol
strongest force on any atom = 5.543 eV/Å
lowest unoccupied orbital energy = 0.58 eV
structure (SMILES) = CCOC(=O)OC.CCOC(=O)OC.CCOC(=O)OC.CCOC(=O)OC.CCOC(=O)OC.CCOC(=O)OC.CCOC(=O)OC.c1cc[nH]c1.c1cc[nH]c1.c1cc[nH]c1
M = 930.0 g mol⁻¹

ORCA input file:
```
! RIJCOSX wB97M-V def2-TZVPD def2/J DEFGRID3
* xyz 0 1
N 3.9484 -0.8076 3.9929
C 2.7193 -1.2739 4.3432
C 1.8088 -0.6898 3.4496
C 2.5433 0.2058 2.5786
C 3.8521 -0.0050 2.8809
H 4.8401 -1.1588 4.3543
H 2.5302 -1.9845 5.1678
H 0.7341 -0.8106 3.6202
H 2.2346 0.9203 1.8155
H 4.7703 0.3448 2.4036
N 1.6514 -2.3491 -0.0558
C 2.5245 -3.1434 0.6872
C 2.6183 -4.3941 0.1289
C 1.6964 -4.3769 -0.9622
C 1.1078 -3.1109 -1.0504
H 1.2692 -1.4636 0.2602
H 2.9786 -2.7825 1.5924
H 3.3286 -5.1987 0.3665
H 1.5514 -5.1299 -1.7545
H 0.4599 -2.7553 -1.8216
N -1.3947 -0.3354 0.8714
C -1.4113 -0.4454 -0.4914
C -0.4656 0.4117 -0.9442
C 0.0680 1.1543 0.0984
C -0.5322 0.6693 1.2463
H -2.0951 -0.7298 1.4796
H -2.0698 -1.0932 -1.0076
H -0.1829 0.5882 -1.9510
H 0.8893 1.8301 0.0502
H -0.3885 0.8239 2.3008
C -5.1795 -1.1593 1.1285
C -4.7434 -2.6277 1.1650
O -3.8213 -2.7995 0.0720
C -3.7349 -4.0569 -0.3899
O -4.2771 -4.9990 0.0915
O -3.0196 -3.9497 -1.5154
C -2.4619 -5.1339 -2.1290
H -5.7704 -0.8648 2.0117
H -5.7963 -0.9616 0.2759
H -4.2798 -0.5257 1.0841
H -5.6113 -3.2886 1.1048
H -4.2363 -2.8350 2.0944
H -2.1599 -5.8936 -1.4522
H -1.6101 -4.7496 -2.6742
H -3.1433 -5.5281 -2.8906
C -0.4796 -3.8309 1.7329
C 0.5096 -4.4361 2.7456
O -0.1115 -4.5171 4.0645
C -1.1065 -5.4197 4.2588
O -1.7853 -5.5629 5.2538
O -1.2484 -6.2310 3.1866
C -2.2281 -7.2436 3.3044
H -0.8950 -2.9037 2.1091
H -1.3129 -4.5222 1.5375
H 0.1152 -3.6348 0.8798
H 1.3691 -3.8328 2.9806
H 0.8405 -5.4477 2.3895
H -2.1155 -7.8816 2.4387
H -3.2231 -6.7537 3.3642
H -2.0996 -7.8690 4.1732
C 6.6005 3.8561 -4.6698
C 6.5014 2.5414 -4.0146
O 5.1470 2.1379 -3.9720
C 4.8056 1.4394 -2.8621
O 5.5016 1.0827 -1.9189
O 3.5011 1.1585 -3.0184
C 2.8555 0.5802 -1.8984
H 7.6420 4.2071 -4.5495
H 5.9879 4.6085 -4.2042
H 6.3293 3.7697 -5.6882
H 6.9612 2.6310 -3.0088
H 6.9907 1.7496 -4.5935
H 3.1700 1.2240 -1.0804
H 3.1927 -0.4085 -1.6229
H 1.7789 0.6719 -2.0209
C 1.0664 4.0983 1.7740
C 0.9708 4.9544 3.0351
O 1.7023 6.1572 2.9509
C 1.1533 7.0802 2.1028
O 0.1064 7.0582 1.5778
O 2.1098 8.0317 1.9768
C 1.8099 9.0658 1.0338
H 0.5134 3.1548 1.9596
H 2.0895 3.8267 1.5170
H 0.5443 4.4832 0.8557
H 1.4694 4.4243 3.8010
H -0.0894 5.1239 3.3179
H 2.5749 9.7593 1.3564
H 0.8102 9.4438 1.2292
H 1.9479 8.6789 0.0284
C -4.2562 -0.0663 -2.9461
C -3.3261 -1.1972 -3.3248
O -2.0915 -0.5939 -3.8476
C -1.1171 -1.4733 -4.0983
O -1.0964 -2.6191 -3.9459
O -0.0785 -0.7208 -4.6422
C 1.2106 -1.3085 -4.7625
H -4.5446 0.5166 -3.8072
H -3.7803 0.5379 -2.2282
H -5.1759 -0.4403 -2.5190
H -3.7477 -1.8309 -4.0759
H -3.0750 -1.7866 -2.4798
H 1.4923 -1.8597 -3.8669
H 1.8790 -0.4937 -4.9722
H 1.2868 -2.0440 -5.5335
C -2.2922 2.3919 4.1247
C -3.6334 1.7204 3.7483
O -3.9125 0.4850 4.5414
C -3.3580 -0.6451 4.2660
O -2.4918 -0.8382 3.4344
O -3.9438 -1.5482 5.0803
C -3.3862 -2.8638 5.0012
H -2.2370 3.2728 3.5034
H -1.4700 1.7304 3.8069
H -2.2186 2.6903 5.1868
H -3.6173 1.3574 2.7264
H -4.4476 2.3864 3.9668
H -3.4991 -3.2584 3.9774
H -4.0476 -3.4176 5.6807
H -2.3430 -2.9361 5.3120
C 2.0321 3.5953 -6.4197
C 2.1356 3.9840 -4.9738
O 0.7954 4.3445 -4.4788
C 0.3356 3.7439 -3.3935
O 0.9070 3.0028 -2.6008
O -0.9893 4.1180 -3.3035
C -1.6978 3.5128 -2.2179
H 1.6210 4.2453 -7.1733
H 1.5969 2.6013 -6.4196
H 3.0829 3.4047 -6.7573
H 2.7572 4.8803 -4.8050
H 2.5745 3.2234 -4.3423
H -1.3590 3.8001 -1.2234
H -1.4599 2.4656 -2.3054
H -2.7266 3.8905 -2.3311
*
```

---

(6)
Here is C5H5NS in the gas phase at a distorted geometry from OMol25. Energies are from wB97M-V/def2-TZVPD.

Results
HOMO-LUMO gap = 7.38 eV
energy above the lowest of the compared OMol25 structures with the same formula, charge and spin = 174.59 kJ/mol
strongest force on any atom = 4.103 eV/Å
lowest unoccupied orbital energy = -1.55 eV
structure (SMILES) = CC1=CC(=S)N=C1
M = 111.2 g mol⁻¹

ORCA input file:
```
! RIJCOSX wB97M-V def2-TZVPD def2/J DEFGRID3
* xyz 0 1
C 0.4732 2.4773 -1.4737
C 0.4251 1.2271 -0.6575
C -0.6569 0.4800 -0.5130
C -0.3304 -0.5234 0.4694
C 1.4881 0.4842 0.1879
H 0.4396 3.3498 -0.6494
H -0.4141 2.5170 -2.1937
H 1.4519 2.4211 -2.0876
H -1.5934 0.5807 -0.9080
H 2.5683 0.7835 0.3363
N 1.0367 -0.4970 0.8455
S -1.1315 -1.9402 0.7191
*
```

---

Which of these has the lowest strongest force on any atom? C3H2NOS2

---

Which of these has the lowest M? C5H5NS